DFT (ωB97M-V/def2-TZVPD) results for 7 unconnected molecules or ions with the total composition C43H89N3O11S4 at a distorted geometry.

```
! RIJCOSX wB97M-V def2-TZVPD def2/J DEFGRID3
* xyz 0 1
H -8.27694 0.80763 1.69420
H -3.47401 5.69336 1.91115
O 1.16369 1.50800 9.62196
C -9.06556 -3.56143 1.53247
H -1.15157 6.14395 0.67379
H 6.08088 -7.51576 -4.27772
C -8.95572 -0.01815 1.90737
H -9.91408 0.39915 2.21640
C 6.37753 -7.71375 -2.19325
H 2.47187 4.52589 7.94182
H -7.84173 -1.49256 -1.00093
C 5.73639 -5.52332 -3.24685
H 8.22959 -7.72172 -1.19348
S 5.55930 5.18952 -4.67398
H 1.49295 2.30365 6.95313
H 1.09636 -5.38984 3.21788
H -4.58186 4.87388 -1.50468
H 9.70256 -4.31864 -2.26972
N 7.11296 -5.00640 -2.98828
O 4.51848 5.04444 -5.73018
H 4.49826 2.38728 7.31808
C -4.64052 5.95392 -1.36994
H 8.72602 5.19507 -4.23839
H 8.44756 7.41421 -5.46785
H -0.89888 5.46010 -2.35569
H -2.71616 9.03523 -1.63690
H 5.01236 -3.95294 -2.07577
O 3.50244 0.58471 9.21773
H 0.84767 -0.15816 -2.08449
S 2.50223 1.61509 9.01515
H 0.16390 6.44494 -1.43257
H -7.06118 -0.48098 0.22330
H 3.85241 3.38843 6.09340
O 5.23449 4.99377 -3.27268
H -1.24821 -6.09479 3.67239
H 3.68015 -5.10744 -2.40321
C 4.74182 -5.00375 -2.17912
H -1.20472 0.60892 -1.18350
H 2.74686 3.59932 10.28201
C 0.59520 -7.21412 2.27750
H -2.90219 7.39418 -3.92643
O 1.92017 -0.06170 2.01219
C -9.96227 -4.77064 1.20333
H 0.71373 -5.24230 1.48314
H 6.82047 -5.33703 -0.10917
H -5.02770 5.13538 1.23052
C -0.39860 0.90706 0.98909
H -1.03277 0.57238 1.81001
H -7.95897 -2.80188 3.29931
C 7.72272 6.60879 -5.58625
H 5.95382 -5.44245 -5.44054
H -1.57116 9.05845 -2.95903
H 1.19472 -1.10204 -0.59312
H 9.57050 -5.54986 -3.48977
H 7.97529 -3.45963 -3.65885
O 1.59684 2.47257 1.75336
H -9.61260 -3.32972 3.56281
C 6.49508 6.88355 -4.78417
H 7.14818 3.21695 -4.84487
H 8.36787 -7.71969 -2.92035
H 4.24129 4.73132 8.02030
H -10.90016 -4.68452 1.75201
H -10.75567 0.23773 -0.05640
H 4.30269 -5.49651 -4.70161
O 7.23621 -3.67933 -3.08695
C -0.60133 0.09977 -0.43197
H -7.21640 -4.52030 1.18667
H 1.45349 1.90716 -0.90060
H 5.04904 -5.23306 -1.15876
H 5.82316 -7.40688 -1.30635
H -11.62700 -2.33384 0.90310
C -7.68554 -1.36116 0.06979
H -0.35000 -7.99268 0.32853
C -7.75659 -3.68319 0.74447
H -0.93295 -8.76659 1.69946
H 8.49634 -5.73139 0.10253
H -0.61144 1.97268 0.90386
C 0.41390 -5.69917 2.42625
H -8.32476 -4.57250 3.30842
S 1.39829 1.06336 1.28786
H 6.61400 7.24922 -3.76425
C -1.95022 7.14614 -1.92107
H -4.69788 7.77939 -2.51820
N -9.72994 -2.27738 1.14667
C -0.59369 6.49694 -2.21452
H -3.44783 4.57771 0.74971
H -6.42485 -2.17747 1.69302
H 4.30363 3.01754 9.74827
H 7.59841 6.54903 -6.66749
H -1.14420 -0.83641 -0.30177
C -3.82124 6.55064 -0.13662
H 0.67545 -7.59313 3.29632
C -4.01905 5.47358 0.99314
H 9.06558 4.81352 -5.85920
O -1.55144 7.00694 0.54360
H 6.40682 -8.77748 -2.42930
O -2.97657 -7.37825 2.16926
H -8.46128 -0.49408 2.75420
H -5.46739 7.74637 0.64698
H 5.19418 -3.99000 -4.86663
C -1.09315 -5.49137 2.77800
C -4.45953 7.92782 0.27365
C -1.77164 8.61576 -1.98335
H -10.12631 -4.56601 0.14536
C 7.04479 4.24047 -5.20518
C 8.02545 -5.67877 -2.03016
H -0.16184 6.78566 -3.17278
C 5.29849 -5.05521 -4.66036
C 8.26896 5.20712 -5.22786
C 7.81950 -7.26605 -2.09477
H -2.64501 5.78437 -3.45897
C -4.39066 6.73969 -2.63118
C -2.91703 6.75480 -3.04377
C 3.61999 2.98729 7.07989
H -3.83070 8.23781 1.10826
H -1.57826 -4.52478 2.91399
H 2.90107 0.81300 -0.61663
C -0.50064 -7.81401 1.39318
H 6.74102 4.10859 -6.24365
N -2.36423 6.68456 -0.56583
H 1.58100 -7.39245 1.84794
H 7.98966 -4.11239 -0.48519
O -2.25245 -5.79996 0.33977
C 3.28935 3.23134 9.41117
H -5.67609 6.07796 -1.05324
S -1.95539 -6.55873 1.55441
C -6.87453 -2.44824 0.73773
H 2.63821 0.93730 6.72308
H 4.55902 -7.34961 -3.33007
C -8.68367 -3.57657 3.04878
H -9.39998 -5.66588 1.46879
H 10.18791 -5.97739 -1.83007
H -4.38376 8.71850 -0.47279
H -0.98955 9.01456 -1.33730
C 3.42253 4.01596 8.09777
H -9.30160 0.40016 -0.96237
H -5.08378 6.33182 -3.36694
O -11.03928 -2.09395 1.62326
C 9.49148 -5.37791 -2.41632
C 0.86902 -0.14253 -0.99482
C 7.80865 -5.18567 -0.54353
H -6.06317 -2.63429 0.03403
C 5.62082 -7.10794 -3.37765
C -9.02384 -1.01722 0.75389
C 2.47907 1.90703 7.19468
H 5.86412 7.63266 -5.26252
H -10.21075 -1.05263 -1.14137
C -9.88670 -0.32523 -0.39706
C 1.82604 0.95944 -0.51183
H -7.98356 -3.96167 -0.28461
*
```

relative energy (zero: lowest compared OMol25 entry of this formula, charge and spin) = 42.4 kcal per mole
molar mass = 952.46 g/mol
E = -116358.3241 eV
E_HOMO = -7.8 eV
F_max = 5.0 eV/Å
HOMO-LUMO gap = 7.92 eV
structure (SMILES) = CC1(C)CCCC(C)(C)N1O.CC1(C)CCCC(C)(C)N1O.CC1(C)CCCC(C)(C)N1O.O=S1(=O)CCCC1.O=S1(=O)CCCC1.O=S1(=O)CCCC1.O=S1(=O)CCCC1